1.
34
Properties=species:S:1:pos:R:3:lowdin_charge:R:1 method="wB97M-V/def2-TZVPD" e_above_lowest_kj_mol=255.9 e_homo_ev=-8.78 total_charge=0 e_lumo_ev=-0.8 gap_ev=7.956
H -0.226 2.829 2.400 0.085
N 0.077 1.622 0.689 -0.037
B 0.711 0.723 -1.594 -0.491
N 0.602 1.885 -0.562 -0.045
C 0.919 3.190 -0.669 -0.078
Sr -0.983 -0.699 1.363 1.300
H 1.332 3.577 -1.584 0.113
C 0.609 3.810 0.551 -0.060
H 0.732 4.837 0.807 0.078
C 0.099 2.779 1.373 -0.142
H 1.132 1.120 -2.635 0.115
C -1.828 -2.481 2.304 -0.241
H -2.390 -2.940 3.107 0.026
H -0.814 -2.935 2.298 0.045
H -2.369 -2.651 1.349 0.018
N -0.711 0.110 -1.751 0.009
N 1.641 -0.375 -0.998 -0.035
N -1.404 -0.456 -0.644 -0.269
N 1.297 -1.020 0.180 -0.047
C -1.487 0.040 -2.839 -0.054
C 2.807 -0.861 -1.468 -0.070
H -1.117 0.429 -3.770 0.126
H 3.219 -0.482 -2.388 0.117
C -2.698 -0.569 -2.505 -0.058
C 3.259 -1.843 -0.577 -0.065
C -2.622 -0.872 -1.143 -0.130
C 2.285 -1.900 0.444 -0.139
H -3.515 -0.761 -3.167 0.091
H 4.152 -2.422 -0.659 0.081
H -3.356 -1.355 -0.500 0.105
H 2.267 -2.526 1.326 0.103
H -1.823 -0.956 2.836 0.054
N 0.361 0.818 4.681 -0.116
C -0.158 0.334 3.747 -0.390

***

2.
13
Properties=species:S:1:pos:R:3:nbo_charge:R:1 method="wB97M-V/def2-TZVPD" smiles=Cc1cc(N)on1 e_above_lowest_kj_mol=350.2 e_homo_ev=-8.23 total_charge=0 e_lumo_ev=0.8 gap_ev=8.978
C -2.212 0.337 -0.089 -0.643
C -0.793 -0.116 -0.207 0.200
N -0.511 -1.085 -1.038 -0.179
O 0.927 -1.316 -0.912 -0.332
C 1.369 -0.424 -0.052 0.551
N 2.633 -0.116 0.117 -0.833
C 0.352 0.350 0.508 -0.592
H -2.864 -0.257 -0.737 0.237
H -2.558 0.235 0.947 0.224
H -2.307 1.393 -0.366 0.228
H 2.264 0.913 0.607 0.464
H 3.418 -0.557 -0.329 0.432
H 0.283 0.643 1.552 0.240

***

3.
60
Properties=species:S:1:pos:R:3:nbo_charge:R:1 method="wB97M-V/def2-TZVPD" e_above_lowest_kj_mol=71.0 e_homo_ev=-18.85 total_charge=+4 e_lumo_ev=-13.5 gap_ev=5.321
W 2.341 2.878 0.179 2.441
C 1.219 -4.119 -3.031 -0.634
C 1.732 -3.895 -1.620 -0.213
N 1.525 -2.480 -1.170 -0.253
C 2.540 -1.647 -1.291 0.208
C 2.474 -0.301 -0.931 -0.315
C 3.713 0.470 -1.173 0.793
O 4.719 0.131 -1.656 -0.371
O 3.535 1.814 -0.690 -0.629
C 1.271 0.173 -0.421 0.422
O 1.098 1.496 -0.073 -0.634
C 0.170 -0.680 -0.296 -0.072
C -1.089 -0.252 0.194 -0.222
C -2.122 -1.119 0.281 0.376
F -3.265 -0.674 0.795 -0.286
C -2.038 -2.500 -0.118 0.306
C -0.788 -2.913 -0.595 -0.333
C 0.298 -2.045 -0.683 0.230
N -3.104 -3.338 -0.034 -0.398
C -2.957 -4.777 -0.254 -0.248
C -3.836 -5.583 0.695 -0.235
N -5.282 -5.115 0.652 -0.497
C -5.483 -3.973 -0.302 -0.242
C -4.506 -2.855 0.018 -0.242
H 1.391 -5.160 -3.305 0.271
H 1.757 -3.497 -3.746 0.240
H 0.153 -3.913 -3.128 0.215
H 2.803 -4.074 -1.559 0.247
H 1.266 -4.541 -0.879 0.227
H 3.465 -2.045 -1.692 0.277
H -1.244 0.766 0.523 0.263
H -0.671 -3.918 -0.961 0.246
H -1.939 -5.087 -0.035 0.249
H -3.163 -5.039 -1.296 0.228
H -3.497 -5.492 1.724 0.247
H -3.812 -6.633 0.413 0.266
H -5.570 -4.820 1.588 0.449
H -5.905 -5.889 0.407 0.464
H -6.504 -3.613 -0.187 0.275
H -5.370 -4.362 -1.311 0.243
H -4.735 -2.429 0.995 0.237
H -4.663 -2.078 -0.729 0.253
O 2.229 3.833 4.338 -0.177
C 2.192 4.439 3.402 0.955
O 2.938 2.838 1.746 -0.584
C 2.043 5.473 2.453 -0.375
C 2.579 6.733 2.795 -0.007
C 2.720 7.677 1.800 0.026
C 2.512 7.384 0.465 -0.039
C 1.990 6.131 0.166 -0.075
C 1.598 5.206 1.137 0.460
O 0.905 4.128 0.773 -0.664
N 2.086 5.609 -1.187 0.567
O 1.966 6.257 -2.147 -0.038
O 2.445 4.343 -1.288 -0.507
N 3.263 9.024 2.165 0.531
O 3.466 9.195 3.339 -0.287
O 3.432 9.777 1.244 -0.283
H 2.912 6.978 3.801 0.319
H 2.797 8.105 -0.298 0.327

***

4.
72
Properties=species:S:1:pos:R:3:lowdin_charge:R:1 method="wB97M-V/def2-TZVPD" e_above_lowest_kj_mol=54.7 e_homo_ev="-4.36 / -4.33" total_charge=-1 e_lumo_ev="2.3 / 2.3" gap_ev="6.635 / 6.649"
Pt -1.837 -1.953 -1.036 1.055
C 2.721 2.779 1.364 0.015
C 1.943 1.533 1.774 -0.595
C 2.224 1.173 3.231 0.016
O 0.552 1.732 1.623 -0.026
C 0.136 0.981 0.474 -0.136
C 1.098 -0.211 0.560 -0.172
O 2.308 0.473 0.915 -0.038
C 1.305 -1.158 -0.669 -0.440
O 0.342 -2.150 -0.622 -0.292
C 1.434 -0.313 -1.962 -0.154
C 2.452 0.639 -2.050 -0.039
C 2.629 1.391 -3.201 -0.087
C 1.795 1.199 -4.293 -0.114
C 0.782 0.258 -4.218 -0.088
C 0.610 -0.493 -3.063 -0.036
C 2.643 -1.916 -0.481 -0.119
C 3.037 -2.361 0.777 -0.021
C 4.185 -3.121 0.942 -0.093
C 4.958 -3.473 -0.154 -0.121
C 4.555 -3.074 -1.420 -0.096
C 3.406 -2.311 -1.579 -0.023
C -1.414 0.806 0.389 -0.421
O -1.688 0.175 -0.809 -0.284
C -2.045 0.046 1.582 -0.103
C -3.182 0.516 2.238 -0.020
C -3.794 -0.220 3.245 -0.091
C -3.278 -1.446 3.632 -0.114
C -2.170 -1.946 2.965 -0.088
C -1.580 -1.223 1.938 -0.064
C -1.988 2.246 0.321 -0.145
C -2.693 2.628 -0.814 -0.015
C -3.269 3.888 -0.908 -0.093
C -3.139 4.793 0.133 -0.119
C -2.419 4.429 1.263 -0.094
C -1.848 3.168 1.358 -0.048
H 2.489 3.591 2.052 0.084
H 2.444 3.070 0.350 0.088
H 3.789 2.561 1.394 0.087
H 1.851 1.966 3.879 0.085
H 3.298 1.053 3.375 0.085
H 1.719 0.240 3.483 0.087
H 0.401 1.542 -0.430 0.164
H 0.803 -0.836 1.407 0.122
H 3.105 0.786 -1.200 0.117
H 3.424 2.126 -3.248 0.094
H 1.941 1.778 -5.197 0.089
H 0.118 0.107 -5.062 0.093
H -0.169 -1.235 -3.009 0.068
H 2.443 -2.118 1.649 0.114
H 4.485 -3.439 1.935 0.093
H 5.852 -4.073 -0.026 0.088
H 5.145 -3.350 -2.286 0.092
H 3.105 -2.030 -2.579 0.114
H -3.622 1.462 1.958 0.109
H -4.689 0.168 3.719 0.094
H -3.747 -2.010 4.430 0.092
H -1.765 -2.916 3.232 0.102
H -0.754 -1.678 1.406 0.079
H -2.784 1.903 -1.611 0.110
H -3.827 4.157 -1.798 0.092
H -3.599 5.772 0.070 0.088
H -2.308 5.131 2.082 0.093
H -1.299 2.892 2.246 0.114
F -3.750 -4.141 -0.728 -0.077
C -3.648 -2.774 -0.503 -0.453
F -4.721 -2.240 -1.226 -0.099
H -3.894 -2.624 0.553 0.082
N -2.528 -2.991 -3.246 0.025
H -1.855 -3.269 -3.948 0.035
H -3.139 -2.275 -3.614 0.037
H -3.084 -3.785 -2.954 0.018

***

5.
45
Properties=species:S:1:pos:R:3:nbo_charge:R:1 method="wB97M-V/def2-TZVPD" e_homo_ev=-10.22 total_charge=+1 e_lumo_ev=-5.1 gap_ev=5.132
C -2.148 -3.705 1.010 -0.593
C -1.609 -2.963 2.246 -0.423
C -0.739 -1.803 1.923 -0.096
C 0.632 -1.822 1.700 0.158
C 1.596 -2.921 1.847 -0.651
N 1.014 -0.565 1.306 -0.522
C -0.085 0.261 1.237 -0.117
C -1.188 -0.472 1.665 -0.073
C -2.590 -0.032 1.823 -0.637
H -2.765 -4.556 1.317 0.217
H -2.763 -3.045 0.386 0.193
H -1.324 -4.086 0.395 0.202
H -2.456 -2.618 2.854 0.214
H -1.035 -3.672 2.858 0.214
H 1.055 -3.837 2.112 0.236
H 2.149 -3.093 0.913 0.217
H 2.329 -2.716 2.641 0.227
H 1.977 -0.319 1.103 0.410
H -0.014 1.304 0.949 0.194
H -2.698 1.047 1.644 0.209
H -3.289 -0.550 1.145 0.209
H -2.946 -0.238 2.844 0.232
C 4.388 2.698 -0.107 -0.133
C 4.166 1.446 -0.703 -0.212
C 2.895 1.094 -1.164 -0.173
C 1.811 1.985 -1.009 -0.105
C 0.461 1.605 -1.464 -0.245
S -0.792 2.744 -1.245 0.480
C -2.320 2.059 -1.967 -0.527
C -2.145 1.266 -3.248 -0.431
C -1.392 -0.014 -2.951 -0.529
S 0.315 0.150 -2.336 0.509
C 2.045 3.256 -0.440 -0.156
C 3.320 3.600 0.016 -0.204
H 5.384 2.968 0.254 0.242
H 4.990 0.742 -0.839 0.241
H 2.752 0.154 -1.713 0.233
H -2.796 1.454 -1.183 0.248
H -2.917 2.960 -2.165 0.264
H -3.142 1.000 -3.628 0.255
H -1.644 1.857 -4.021 0.235
H -1.913 -0.605 -2.186 0.249
H -1.274 -0.600 -3.873 0.265
H 1.231 3.990 -0.400 0.231
H 3.478 4.588 0.453 0.242

***

6.
92
Properties=species:S:1:pos:R:3:nbo_charge:R:1 method="wB97M-V/def2-TZVPD" e_above_lowest_kj_mol=30.4 e_homo_ev=-10.23 total_charge=0 e_lumo_ev=0.9 gap_ev=11.147
C 8.862 -2.794 -3.575 -0.606
H 9.824 -2.402 -3.250 0.207
H 8.081 -2.222 -3.081 0.206
H 8.776 -2.642 -4.649 0.200
C 8.755 -4.280 -3.240 -0.210
C 9.933 -5.035 -3.853 -0.598
H 9.894 -6.090 -3.592 0.205
H 10.877 -4.629 -3.496 0.205
H 9.913 -4.949 -4.938 0.200
C 7.436 -4.882 -3.737 -0.384
C 6.202 -4.357 -3.004 -0.404
H 6.332 -4.518 -1.933 0.195
C 4.939 -5.069 -3.486 -0.383
H 4.851 -4.928 -4.566 0.196
H 5.049 -6.142 -3.307 0.196
C 3.633 -4.598 -2.827 -0.193
C 3.619 -4.905 -1.331 -0.615
H 3.866 -5.950 -1.155 0.207
H 2.635 -4.716 -0.910 0.208
H 4.339 -4.286 -0.801 0.200
C 3.368 -3.111 -3.096 -0.385
C 1.899 -2.725 -2.928 -0.396
H 1.572 -2.943 -1.910 0.194
H 1.297 -3.331 -3.607 0.192
C 1.675 -1.241 -3.212 -0.373
H 2.256 -0.662 -2.490 0.197
H 2.057 -1.000 -4.207 0.192
C 0.202 -0.814 -3.127 -0.218
C -0.570 -1.290 -4.356 -0.612
H -0.419 -2.354 -4.517 0.208
H -1.636 -1.121 -4.237 0.207
H -0.231 -0.758 -5.243 0.201
H -0.234 -1.275 -2.235 0.192
C 0.131 0.712 -2.978 -0.386
C -1.277 1.307 -2.927 -0.379
C -2.111 0.811 -1.748 -0.404
C -3.475 1.497 -1.710 -0.391
H -3.342 2.569 -1.551 0.195
H -3.949 1.375 -2.688 0.199
C -4.428 0.933 -0.650 -0.203
C -5.805 1.582 -0.799 -0.604
H -5.736 2.663 -0.707 0.200
H -6.227 1.354 -1.775 0.208
H -6.487 1.213 -0.036 0.205
C -3.900 1.065 0.786 -0.390
C -3.563 2.488 1.229 -0.405
H -4.430 3.135 1.087 0.196
C -3.161 2.523 2.703 -0.377
H -3.986 2.117 3.291 0.196
C -2.824 3.931 3.208 -0.211
C -1.451 4.375 2.706 -0.601
H -1.241 5.396 3.018 0.206
H -0.675 3.728 3.110 0.200
H -1.399 4.337 1.621 0.205
H -3.576 4.629 2.822 0.189
C -2.859 3.991 4.742 -0.383
C -4.274 4.029 5.317 -0.393
C -4.257 4.074 6.844 -0.385
H -3.623 4.907 7.158 0.196
H -3.805 3.156 7.227 0.193
C -5.643 4.253 7.474 -0.209
C -5.502 4.507 8.974 -0.598
H -5.025 3.657 9.458 0.200
H -4.897 5.391 9.161 0.205
H -6.478 4.657 9.430 0.205
C -6.535 3.037 7.236 -0.606
H -6.063 2.139 7.630 0.200
H -7.492 3.168 7.737 0.207
H -6.728 2.891 6.177 0.206
H -6.119 5.128 7.017 0.189
H -4.791 4.913 4.936 0.193
H -4.829 3.152 4.984 0.194
H -2.329 4.887 5.073 0.196
H -2.325 3.127 5.146 0.195
H -2.296 1.873 2.860 0.193
H -2.748 2.876 0.619 0.195
H -4.659 0.659 1.461 0.198
H -3.009 0.443 0.895 0.200
H -4.544 -0.141 -0.845 0.193
H -2.261 -0.267 -1.827 0.194
H -1.567 1.006 -0.822 0.194
H -1.803 1.094 -3.859 0.194
H -1.182 2.394 -2.854 0.199
H 0.660 0.995 -2.065 0.197
H 0.664 1.165 -3.819 0.198
H 3.669 -2.877 -4.121 0.196
H 3.976 -2.503 -2.424 0.194
H 2.824 -5.172 -3.295 0.193
H 6.100 -3.286 -3.177 0.198
H 7.479 -5.966 -3.610 0.196
H 7.334 -4.682 -4.807 0.193
H 8.799 -4.396 -2.151 0.189

***

7.
141
Properties=species:S:1:pos:R:3:mulliken_spin:R:1 method="wB97M-V/def2-TZVPD" e_homo_ev="-12.86 / -15.40" total_charge=+4 s2=0.75 e_lumo_ev="-9.3 / -9.3" gap_ev="3.551 / 6.079" spin_multiplicity=2
C 29.402 -7.026 0.491 0.000
C 28.195 -7.951 0.690 0.000
O 28.002 -8.534 1.704 0.000
N 27.228 -8.179 -0.458 0.000
H 26.262 -8.231 -0.169 0.000
H 27.228 -7.411 -1.114 0.000
C 27.416 -9.510 -1.103 0.000
H 29.164 -6.030 0.116 0.000
H 30.156 -7.553 -0.093 0.000
H 29.794 -6.866 1.495 0.000
H 28.462 -9.617 -1.390 0.000
H 26.826 -9.390 -2.012 0.000
H 27.044 -10.370 -0.546 0.000
C 19.299 -8.257 -3.978 -0.002
C 19.358 -8.227 -5.446 -0.001
O 18.666 -7.479 -6.141 -0.001
N 20.138 -9.416 -6.056 -0.001
H 21.084 -9.063 -6.050 0.000
H 20.149 -10.239 -5.471 0.002
C 19.814 -9.778 -7.464 0.000
H 20.298 -8.404 -3.568 -0.010
H 18.562 -8.984 -3.635 0.025
H 18.900 -7.273 -3.734 0.001
H 19.747 -8.904 -8.111 0.000
H 18.871 -10.321 -7.394 0.000
H 20.532 -10.520 -7.813 0.000
C 18.818 -10.989 0.868 -0.073
C 18.163 -10.281 -0.376 0.667
O 18.824 -9.625 -1.160 0.117
N 16.755 -10.682 -0.664 0.132
H 16.611 -11.474 -1.273 -0.010
H 16.404 -11.061 0.203 0.015
C 15.889 -9.444 -1.055 0.033
H 19.151 -11.972 0.536 0.087
H 17.992 -11.157 1.559 -0.015
H 19.680 -10.530 1.353 0.022
H 16.221 -8.968 -1.978 0.022
H 15.691 -8.728 -0.257 0.006
H 14.895 -9.883 -1.126 -0.037
C 24.958 -12.882 -4.229 0.000
C 25.167 -11.660 -5.199 0.000
O 26.215 -11.039 -5.337 0.000
N 23.927 -11.382 -6.092 -0.001
H 23.104 -11.502 -5.518 0.000
H 23.941 -10.419 -6.397 0.000
C 23.681 -12.304 -7.309 0.000
H 24.475 -12.767 -3.258 0.000
H 25.966 -13.241 -4.026 0.000
H 24.404 -13.671 -4.738 0.000
H 23.553 -13.318 -6.928 0.000
H 24.619 -12.274 -7.864 0.000
H 22.967 -11.949 -8.052 0.000
C 21.336 -7.072 -0.708 -0.006
C 21.918 -6.101 -1.659 0.001
O 21.489 -6.127 -2.818 0.000
N 23.206 -5.387 -1.187 0.000
H 22.881 -4.489 -0.857 0.000
H 23.540 -5.836 -0.346 0.000
C 24.405 -5.290 -2.153 0.000
H 20.419 -7.488 -1.127 0.002
H 20.983 -6.573 0.194 0.002
H 21.989 -7.894 -0.415 -0.001
H 25.145 -4.694 -1.619 0.000
H 24.002 -4.678 -2.960 0.000
H 24.722 -6.277 -2.488 0.000
C 19.202 -16.289 -0.758 -0.008
C 18.390 -16.855 -1.941 -0.013
O 18.894 -17.478 -2.853 -0.002
N 16.893 -16.642 -1.867 0.037
H 16.611 -15.672 -1.857 -0.008
H 16.510 -16.829 -2.782 0.001
C 16.071 -17.395 -0.791 0.003
H 20.249 -16.548 -0.909 0.000
H 18.866 -16.649 0.215 -0.001
H 19.112 -15.205 -0.685 0.030
H 15.958 -16.819 0.128 -0.001
H 16.542 -18.376 -0.747 0.001
H 15.098 -17.497 -1.272 -0.001
C 21.575 -16.002 -5.591 0.000
C 20.221 -15.850 -6.272 0.001
O 19.671 -16.667 -7.032 0.000
N 19.445 -14.605 -5.906 -0.006
H 20.045 -13.958 -5.415 -0.002
H 19.150 -13.948 -6.614 0.000
C 18.274 -14.990 -4.952 0.008
H 22.300 -16.390 -6.307 0.000
H 21.576 -16.610 -4.687 0.000
H 21.869 -14.978 -5.361 0.000
H 17.452 -14.291 -5.103 -0.020
H 18.692 -14.876 -3.952 0.025
H 17.891 -16.000 -5.097 0.003
C 23.828 -11.191 2.279 0.000
C 22.602 -12.067 2.008 -0.006
O 22.140 -12.244 0.894 -0.004
N 22.056 -12.935 3.169 -0.001
H 22.166 -12.560 4.100 0.000
H 21.052 -12.833 3.138 0.000
C 22.486 -14.446 3.209 0.000
H 23.665 -10.412 3.023 0.000
H 24.112 -10.649 1.377 0.000
H 24.692 -11.731 2.665 0.000
H 23.554 -14.634 3.325 0.000
H 22.250 -14.843 2.222 0.000
H 21.862 -15.022 3.893 0.000
C 24.371 -6.990 2.192 0.000
O 22.983 -6.656 2.264 0.000
O 24.433 -7.547 0.886 0.000
C 25.307 -5.791 2.661 0.000
F 26.637 -6.161 2.559 0.000
F 25.199 -4.839 1.672 0.000
F 25.043 -5.386 3.912 0.000
C 22.269 -7.057 3.469 0.000
C 20.857 -6.608 3.514 -0.001
H 20.209 -6.853 2.672 0.001
H 20.418 -6.950 4.452 0.000
H 20.825 -5.519 3.496 0.000
H 22.803 -6.638 4.322 0.000
H 22.175 -8.126 3.656 0.000
H 24.607 -7.838 2.836 0.000
C 21.213 -11.966 -3.531 -0.156
O 22.364 -11.050 -3.453 -0.021
O 21.041 -12.296 -4.910 0.010
C 21.328 -13.088 -2.382 0.029
F 22.560 -13.132 -1.839 -0.005
F 20.370 -13.019 -1.365 -0.005
F 21.102 -14.231 -2.943 -0.005
C 22.547 -10.244 -2.294 0.053
C 24.035 -10.072 -2.043 0.008
H 24.534 -9.530 -2.846 0.000
H 24.296 -9.488 -1.160 0.000
H 24.659 -10.965 -2.077 0.000
H 22.251 -10.634 -1.320 -0.007
H 22.062 -9.268 -2.293 -0.011
H 20.374 -11.306 -3.308 0.101
P 26.269 -13.806 -0.085 0.000
F 27.280 -15.089 0.249 0.000
F 25.868 -13.742 1.515 0.000
F 27.607 -12.896 -0.024 0.000
F 25.320 -12.541 -0.404 0.000
F 26.528 -13.898 -1.681 0.000
F 25.098 -14.869 -0.200 0.000